# 1
Here is a molecular structure, C28H48F6GdOP2 at a distorted geometry from OMol25. Energies are from ωB97M-V with the def2-TZVPD basis set.

Summary:
- HOMO-LUMO gap (spin up / spin down) (eV) = 8.073 / 5.618
- total charge = +1
- multiplicity = 8

Last column: Löwdin charge in e.
Geometry (Å):
Gd -0.10 0.00 0.82  1.307
P 0.73 -2.56 -0.28  0.760
P 1.69 2.29 0.70  0.735
F 1.58 0.37 6.22  0.148
F 3.08 -1.13 2.92  0.109
F 2.45 1.25 4.39  0.127
F 2.22 -2.79 4.06  0.121
F 0.33 1.52 4.87  0.118
F 3.21 -1.17 5.10  0.153
O 0.57 -0.38 2.79  -0.365
C 3.38 1.70 1.05  -0.261
C -2.10 3.21 0.20  -0.038
C 1.17 -3.48 1.26  -0.274
C -1.33 -0.74 -4.34  -0.121
C -2.30 1.75 0.37  -0.289
C 2.04 3.64 -0.48  -0.264
C 1.07 -1.25 -4.78  -0.176
C -1.25 0.57 -5.06  -0.171
C -2.33 1.04 1.61  -0.330
C -0.28 -1.55 -4.18  -0.109
C 1.00 -0.68 4.10  -0.399
C 2.39 -1.44 4.06  -0.482
C -0.30 -3.83 -1.10  -0.268
C 2.27 -2.84 -1.24  -0.265
C -2.80 -0.46 -0.09  -0.277
C -3.25 -1.67 -0.81  -0.031
C -0.35 1.69 -4.44  -0.170
C -2.15 1.62 2.97  -0.025
C -2.61 -0.34 1.32  -0.337
C 1.95 -0.15 -4.10  -0.178
C -2.94 1.22 -2.06  -0.018
C 0.30 1.44 -3.11  -0.123
C -2.74 -1.44 2.32  -0.030
C 1.34 0.61 -2.95  -0.126
C -2.63 0.83 -0.67  -0.239
C 1.35 0.61 4.90  -0.495
C 0.00 -1.46 4.91  0.016
C 1.43 3.30 2.20  -0.250
H -0.89 0.43 -6.10  0.117
H 2.86 -0.64 -3.72  0.100
H -2.25 -1.18 3.27  0.062
H -2.34 -1.05 -4.03  0.092
H -2.29 -2.38 1.95  0.080
H -2.19 1.92 -2.44  0.056
H 2.33 3.92 2.35  0.063
H -0.81 -3.39 -1.96  0.013
H 3.99 2.55 1.39  0.063
H -2.91 -2.59 -0.32  0.066
H 3.81 1.28 0.13  0.048
H 1.66 -2.19 -4.75  0.104
H -0.33 -2.34 4.35  0.098
H -3.92 1.71 -2.17  0.113
H 0.98 -0.97 -5.84  0.117
H -3.05 3.76 0.27  0.103
H -1.95 2.69 2.91  0.087
H -0.99 2.59 -4.34  0.107
H 1.86 0.53 -1.99  0.071
H -1.04 -4.24 -0.40  0.051
H -2.27 0.98 -5.13  0.109
H 1.11 4.19 -0.70  0.048
H 3.01 -2.06 -1.00  0.046
H 0.32 -3.45 1.96  0.042
H 3.35 0.93 1.82  0.024
H 2.04 -2.79 -2.31  0.034
H 2.78 4.32 -0.04  0.061
H 2.43 3.22 -1.42  0.042
H 2.04 -3.03 1.75  0.030
H -4.36 -1.73 -0.86  0.104
H 2.26 0.54 -4.90  0.118
H -3.80 -1.65 2.53  0.106
H 1.30 2.66 3.09  0.018
H 0.55 3.94 2.09  0.043
H 0.36 -4.65 -1.44  0.064
H -2.88 -1.68 -1.84  0.062
H 2.68 -3.83 -0.99  0.062
H -1.67 3.45 -0.77  0.072
H -0.89 -0.84 5.08  0.101
H 0.43 -1.76 5.87  0.116
H -2.94 0.35 -2.72  0.050
H -1.44 3.62 0.97  0.057
H -3.05 1.46 3.58  0.109
H -1.31 1.15 3.50  0.048
H 0.41 1.94 -5.20  0.117
H -0.36 -2.52 -3.67  0.078
H -0.07 2.04 -2.27  0.079
H 1.39 -4.53 1.00  0.065

***

# 2
Here is a molecular structure, C28H49BaBrNP3 at a distorted geometry from OMol25. Energies are from ωB97M-V with the def2-TZVPD basis set.

Summary:
- HOMO-LUMO gap (spin up / spin down) (eV) = 3.834 / 3.836
- total charge = +2

Last column: Löwdin charge in e.
Geometry (Å):
Ba 1.07 3.03 -0.72  1.881
Br 0.41 0.00 0.98  0.195
P -1.20 -3.16 -0.47  1.012
P 0.05 1.21 3.81  0.666
P 4.45 0.72 -0.10  0.971
N -5.03 5.28 -3.17  0.096
C 0.09 1.99 5.48  -0.331
C -0.07 -4.52 -2.66  -0.110
C -4.00 -3.39 -0.17  -0.114
C -0.79 -4.46 2.05  -0.099
C -0.96 -3.12 1.32  -0.357
C -0.75 2.58 -2.53  -0.353
C -1.38 3.62 -1.80  -0.204
C -2.77 -3.92 -0.91  -0.309
C -0.94 1.17 -2.20  -0.310
C -1.57 1.91 3.24  -0.342
C -2.12 -0.51 -0.88  -0.103
C 4.70 -1.24 1.89  -0.154
C 0.16 -4.08 -1.20  -0.317
C -2.57 4.26 -2.30  -0.221
C -4.41 4.33 -3.88  -0.091
C 4.69 3.54 0.32  -0.137
C -0.02 0.18 -2.59  -0.056
C 3.79 2.38 -0.07  -0.666
C -4.47 5.74 -2.05  -0.097
C -0.57 -0.44 4.39  -0.320
C 3.74 -0.17 1.36  -0.459
C -3.25 5.26 -1.57  0.016
C 4.46 -1.46 -1.78  -0.158
C -2.05 0.77 -1.40  -0.023
C -3.18 3.80 -3.49  0.015
C 3.58 -0.25 -1.42  -0.440
C -1.10 -1.47 -1.13  -0.342
C -0.09 -1.10 -2.05  -0.114
H 2.59 -0.55 -1.04  0.019
H -2.98 -0.76 -0.26  0.116
H -1.16 3.88 -0.72  0.040
H -0.08 -2.48 1.48  0.010
H -1.70 -5.09 2.00  0.086
H 5.19 3.38 1.28  0.092
H -2.65 -5.00 -0.73  0.110
H 1.06 -3.46 -1.11  0.098
H 0.14 3.08 5.39  0.034
H 0.70 -1.81 -2.31  0.101
H 2.78 -0.62 1.07  -0.056
H 4.07 4.45 0.40  0.067
H -2.84 1.49 -1.19  0.132
H -2.77 2.99 -4.09  0.121
H 3.51 0.57 2.14  0.072
H 0.05 -5.04 1.64  0.070
H -1.15 -0.94 3.60  -0.001
H -0.20 -3.67 -3.34  0.077
H -4.90 3.97 -4.79  0.126
H -0.81 1.71 6.05  0.034
H 0.81 -5.09 -2.99  0.094
H -5.03 6.52 -1.53  0.125
H 3.47 2.54 -1.14  -0.001
H -1.36 2.88 2.78  0.014
H 2.97 2.30 0.69  -0.014
H -0.57 -4.28 3.11  0.090
H 5.55 -0.76 2.40  0.077
H 0.79 0.44 -3.30  0.132
H -0.94 -5.17 -2.74  0.077
H 3.44 0.41 -2.29  0.068
H -2.26 2.05 4.08  0.046
H -2.89 -3.80 -2.00  0.109
H 0.98 1.65 6.02  0.036
H 0.30 -1.06 4.62  0.036
H -2.87 5.66 -0.64  0.118
H -2.00 1.25 2.48  0.000
H -0.26 2.80 -3.50  0.133
H 5.10 -1.86 1.08  0.052
H -1.81 -2.56 1.75  0.086
H 0.31 -4.96 -0.56  0.099
H -3.79 -3.18 0.89  0.073
H 4.08 -1.97 -2.67  0.070
H -4.80 -4.13 -0.21  0.094
H 4.19 -1.88 2.61  0.074
H -4.38 -2.47 -0.63  0.071
H 5.46 3.73 -0.44  0.090
H -1.18 -0.33 5.29  0.042
H 4.50 -2.19 -0.96  0.060
H 5.49 -1.14 -1.98  0.075

***

How do the records compare in energy? In the order shown, they have -87575.5093; -129908.0427 eV.